Record 1
Entry from the Open Molecules 2025 dataset: one molecule with the formula C2H6N6 (wB97M-V/def2-TZVPD).

Computed properties:
Total energy ... -408.20884 Ha
Frontier orbital gap ... 9.25 eV
Net charge ... 0
LUMO ... 0.00 eV
SMILES ... [H]/N=c1/nnn(C)n1N

Each line ends with the Löwdin charge.
CARTESIAN COORDINATES (ANGSTROEM)
H  -1.48200  2.02657  1.58613  0.0498
N  -1.93195  2.01676  0.65406  0.1397
C  -1.29200  1.09720  0.04602  -0.4352
N  -1.56480  0.70150  -1.34443  0.0948
N  -0.71261  -0.23740  -1.61057  0.0211
N  0.07451  -0.53798  -0.61008  -0.2562
C  1.42256  -0.85994  -1.01833  -0.0681
N  -0.06254  0.41972  0.40970  -0.1051
N  -0.15921  -0.25944  1.67164  0.0630
H  1.90597  0.02505  -1.48410  0.0808
H  2.13414  -1.09752  -0.06011  0.1249
H  1.47577  -1.76317  -1.70158  0.0980
H  0.77468  -0.29186  2.00717  0.0533
H  -0.58252  -1.23948  1.45447  0.1393

=====

Record 2
Entry from the Open Molecules 2025 dataset: one molecule with the formula C4H6N2S (wB97M-V/def2-TZVPD).

Computed properties:
Total energy ... -663.61699 Ha
Frontier orbital gap ... 7.96 eV
Net charge ... 0
LUMO ... -1.08 eV
SMILES ... C/C=N\N=C\C=S

Each line ends with the Löwdin charge.
CARTESIAN COORDINATES (ANGSTROEM)
C  1.78235  1.06874  0.02633  -0.0786
C  1.64034  -0.42248  -0.43531  -0.1464
N  0.74207  -1.32368  -0.08678  -0.0109
N  -0.33963  -0.89581  0.53781  -0.0013
C  -1.47485  -0.79219  -0.10281  -0.2498
C  -2.61193  -0.19048  0.49564  -0.7042
S  -3.97809  0.10094  -0.27972  0.7084
H  2.87530  1.19736  0.31855  0.0871
H  1.24224  1.36171  0.88322  0.0349
H  1.51305  1.77757  -0.77813  0.0725
H  2.58270  -0.77194  -0.93477  0.1051
H  -1.49877  -1.08314  -1.19775  0.1272
H  -2.47478  -0.02659  1.55370  0.0558

=====

Record 3
Entry from the Open Molecules 2025 dataset: a 2-piece molecular cluster, CH3BrClP overall (wB97M-V/def2-TZVPD).

Computed properties:
Total energy ... -3415.38851 Ha
Frontier orbital gap (spin up / spin down) ... 7.83 / 8.24 eV
Net charge ... 0
LUMO (spin up / spin down) ... -1.17 / -0.12 eV

Each line ends with the Löwdin charge.
CARTESIAN COORDINATES (ANGSTROEM)
C  0.53545  0.26179  1.29512  0.0214
P  -0.44730  0.63965  -1.59779  -0.0038
Cl  0.55442  -0.83415  -2.42500  0.0466
Br  -2.44259  -0.44304  -1.25798  0.0217
H  -0.40120  0.08528  1.84648  0.0116
H  1.36723  0.89753  1.35146  -0.0288
H  0.83398  -0.60707  0.78772  -0.0688

=====

The records above give, respectively, energy relative to the best compared isomer or geometry (same formula, charge and spin) values of 2.370, 3.035, 2.888 eV.